(1)
C10H12F2NOP as an isolated structure. Source: the Open Molecules 2025 dataset; level of theory: ωB97M-V/def2-TZVPD.

Computed properties:
Kohn-Sham gap = 0.3144 Ha
largest force on an atom = 4.207 eV Å⁻¹
highest occupied orbital energy = -8.7 eV
lowest unoccupied orbital energy = -0.13 eV

Geometry as ORCA input:
```
! wB97M-V def2-TZVPD RIJCOSX def2/J DEFGRID3
* xyz 0 1
C 1.4885 -0.8631 0.8328
C 1.5870 0.9962 -0.7539
C 0.2196 -0.5229 1.2136
C 0.2922 1.3128 -0.3542
C 2.2181 -0.1299 -0.1525
C -0.4080 0.5600 0.6183
C 3.5164 -0.4724 -0.5904
C 4.0829 -1.8574 -0.2017
C -1.8423 0.8373 0.8559
C -2.7462 -0.5356 -0.3421
N -2.3039 2.1466 0.4852
O 4.2640 0.3444 -1.0776
F -2.2906 -0.2257 -1.6107
F -2.3423 -1.8089 -0.0718
P -4.6291 -0.3894 -0.1566
H 1.8299 -1.7577 1.4191
H 1.9908 1.7067 -1.5113
H -0.2049 -1.0699 1.9230
H -0.2502 2.1365 -0.8088
H 4.6073 -2.3301 -1.0565
H 3.2494 -2.3904 0.2479
H 4.8039 -1.6882 0.5060
H -2.0915 0.4402 1.9049
H -3.1528 2.5688 0.7349
H -2.2590 2.3804 -0.5070
H -4.6497 0.9399 0.0121
H -4.9795 -0.3280 -1.5586
*
```

(2)
A 4-piece molecular cluster, C8H12N4 overall. Source: the Open Molecules 2025 dataset; level of theory: ωB97M-V/def2-TZVPD.

Computed properties:
Kohn-Sham gap = 0.4452 Ha
largest force on an atom = 3.859 eV Å⁻¹
highest occupied orbital energy = -11.6 eV
lowest unoccupied orbital energy = 0.51 eV
energy above the lowest of the compared OMol25 structures with the same formula, charge and spin = 58.0 kcal/mol
SMILES string = CC#N.CC#N.CC#N.CC#N

Geometry as ORCA input:
```
! wB97M-V def2-TZVPD RIJCOSX def2/J DEFGRID3
* xyz 0 1
C -2.6412 -3.5667 0.8538
C -3.5166 -3.8803 -0.3388
N -4.1887 -4.1260 -1.2782
H -2.8572 -2.6323 1.3718
H -1.6069 -3.5735 0.5101
H -2.7683 -4.3944 1.5515
C 3.0613 4.4908 -0.4252
C 2.3385 3.3050 -0.1083
N 1.7314 2.3577 0.1436
H 2.4642 5.3967 -0.5299
H 3.6506 4.2839 -1.3185
H 3.7950 4.6119 0.3717
C 0.4560 1.9162 6.4418
C 1.4577 0.8578 6.4943
N 2.3022 0.0441 6.5457
H -0.4153 1.7173 5.8177
H 0.9506 2.8795 6.3169
H 0.1624 2.0497 7.4830
C -0.8538 -2.1742 -6.2234
C -0.4829 -1.4810 -7.4740
N -0.1982 -0.9340 -8.4304
H -1.1497 -3.2001 -6.4426
H -1.7200 -1.7158 -5.7463
H 0.0287 -2.2322 -5.5863
*
```

(3)
One molecule with the formula H3NO2Si. Source: the Open Molecules 2025 dataset; level of theory: ωB97M-V/def2-TZVPD.

Computed properties:
Kohn-Sham gap (alpha / beta) = 0.3290 / 0.3292 Ha
largest force on an atom = 4.044 eV Å⁻¹
highest occupied orbital energy (alpha / beta) = -10.1 / -10.1 eV
lowest unoccupied orbital energy (alpha / beta) = -1.14 / -1.14 eV
energy above the lowest of the compared OMol25 structures with the same formula, charge and spin = 23.0 kcal/mol

Geometry as ORCA input:
```
! wB97M-V def2-TZVPD RIJCOSX def2/J DEFGRID3
* xyz 0 1
N 0.5513 -0.4991 -0.4561
O 0.4036 0.8309 1.1657
O 0.8736 -1.5014 0.1129
Si -0.7739 0.4629 0.2580
H 1.3278 0.0773 -0.7496
H -1.5277 -0.5471 0.6642
H -0.8547 1.1765 -0.9951
*
```

(4)
A 4-piece molecular cluster, C21H50NO3S overall. Source: the Open Molecules 2025 dataset; level of theory: ωB97M-V/def2-TZVPD.

Computed properties:
Kohn-Sham gap = 0.2849 Ha
largest force on an atom = 1.169 eV Å⁻¹
highest occupied orbital energy = -10.9 eV
lowest unoccupied orbital energy = -3.10 eV

Geometry as ORCA input:
```
! wB97M-V def2-TZVPD RIJCOSX def2/J DEFGRID3
* xyz 1 1
C 3.3594 -1.5284 2.8821
C 3.1143 -2.8274 2.1079
S 1.3860 -2.9662 1.5362
C 0.3715 -2.7949 3.0243
C -1.1349 -2.6620 2.6935
C -1.5092 -2.6483 1.2080
C -1.2239 -1.2882 0.5336
C -0.6474 -0.2292 1.4350
N -1.2898 -0.1591 2.7941
C -1.8006 -1.4705 3.3461
C -1.6877 -1.4730 4.8610
H 4.4174 -1.3048 2.9100
H 2.9533 -1.6286 3.8826
H 2.8152 -0.7350 2.3815
H 3.6749 -2.8165 1.1845
H 3.3521 -3.6907 2.7136
H 0.5464 -3.6135 3.7098
H 0.7043 -1.8968 3.5434
H -1.6347 -3.5230 3.1223
H -2.5837 -2.8073 1.1814
H -1.0785 -3.4689 0.6552
H -0.4862 -1.4448 -0.2443
H -2.1148 -0.9392 0.0258
H -0.7811 0.7381 0.9651
H 0.4167 -0.3568 1.5687
H -2.0411 0.5307 2.8240
H -0.5893 0.1883 3.4530
H -2.8615 -1.5049 3.1260
H -2.0340 -0.5382 5.2914
H -0.6674 -1.6567 5.1798
H -2.2933 -2.2940 5.2223
C -5.4727 -3.3623 2.2749
C -6.0214 -2.3723 1.2584
O -6.5114 -2.9682 0.0809
C -7.5940 -3.8755 0.2381
C -8.8365 -3.2555 0.8520
H -4.6978 -3.9836 1.8203
H -5.0427 -2.8269 3.1257
H -6.2437 -4.0267 2.6632
H -5.2162 -1.7099 0.9283
H -6.7828 -1.7314 1.7178
H -7.2761 -4.7549 0.8089
H -7.8210 -4.2233 -0.7686
H -8.6671 -2.9199 1.8766
H -9.6447 -3.9860 0.8750
H -9.1623 -2.3943 0.2678
C 2.2621 -0.6006 -1.7659
C 2.8082 0.7699 -1.3986
O 2.9807 1.6386 -2.4948
C 1.8104 1.9472 -3.2348
C 0.7237 2.6257 -2.4184
H 2.8989 -1.0840 -2.5069
H 2.2176 -1.2325 -0.8763
H 1.2550 -0.5403 -2.1836
H 3.8000 0.6575 -0.9585
H 2.1781 1.2421 -0.6316
H 1.4211 1.0504 -3.7295
H 2.1370 2.6214 -4.0240
H 0.3366 1.9743 -1.6305
H -0.1120 2.8986 -3.0624
H 1.1092 3.5305 -1.9464
C 5.0569 4.0739 -3.1918
C 4.6186 4.4746 -4.5899
O 4.0577 5.7717 -4.6730
C 4.9036 6.8429 -4.2929
C 6.1681 6.9606 -5.1260
H 4.2285 4.1589 -2.4885
H 5.4044 3.0417 -3.1901
H 5.8719 4.7031 -2.8293
H 3.8320 3.8014 -4.9301
H 5.4462 4.3658 -5.2998
H 5.1486 6.7781 -3.2265
H 4.3011 7.7423 -4.4208
H 6.8211 6.0953 -5.0050
H 6.7322 7.8442 -4.8266
H 5.9209 7.0472 -6.1847
*
```

(5)
A 2-piece molecular cluster, C3H7NO5 overall. Source: the Open Molecules 2025 dataset; level of theory: ωB97M-V/def2-TZVPD.

Computed properties:
Kohn-Sham gap = 0.2061 Ha
largest force on an atom = 3.932 eV Å⁻¹
highest occupied orbital energy = -6.2 eV
lowest unoccupied orbital energy = -0.64 eV
energy above the lowest of the compared OMol25 structures with the same formula, charge and spin = 150.9 kcal/mol

Geometry as ORCA input:
```
! wB97M-V def2-TZVPD RIJCOSX def2/J DEFGRID3
* xyz 0 1
C -0.0585 -2.3484 -0.0946
O -0.8219 -1.2849 -0.7643
C -0.9683 -0.1530 -0.1693
O -1.1683 0.9529 -0.7973
C -0.7659 2.2169 -0.1626
O -0.7957 -0.1059 1.1513
O 1.5847 0.2387 -0.4935
N 2.6532 0.4131 0.1320
O 3.7570 0.5770 -0.3768
H -0.1592 -3.2107 -0.7508
H 0.9842 -2.0492 -0.0234
H -0.5049 -2.5287 0.8803
H -1.6844 -0.2377 1.5909
H -1.1198 2.9890 -0.8430
H -1.2501 2.2818 0.8087
H 0.3181 2.2490 -0.0876
*
```

(6)
A 2-piece molecular cluster, C3H7NO2 overall. Source: the Open Molecules 2025 dataset; level of theory: ωB97M-V/def2-TZVPD.

Computed properties:
Kohn-Sham gap = 0.2566 Ha
largest force on an atom = 1.377 eV Å⁻¹
highest occupied orbital energy = -8.1 eV
lowest unoccupied orbital energy = -1.16 eV
energy above the lowest of the compared OMol25 structures with the same formula, charge and spin = 63.9 kcal/mol

Geometry as ORCA input:
```
! wB97M-V def2-TZVPD RIJCOSX def2/J DEFGRID3
* xyz 0 1
C 1.1693 -0.2055 -0.0147
C 0.3542 0.4191 2.1848
N 0.1395 0.1067 0.9859
H 0.7444 -0.9445 -0.7005
H 2.0660 -0.6069 0.4433
H 1.2358 0.7146 -0.5923
H 1.3617 0.4265 2.5827
H -0.3982 0.7601 2.8852
H -0.8245 -0.0693 0.6282
O -1.7300 0.2539 -0.9425
C -1.4785 -0.1636 -2.1093
O -0.8337 -1.1800 -2.4042
H -1.8059 0.4889 -2.9467
*
```

(7)
C44H47O3P2PtSe2Si as an isolated structure. Source: the Open Molecules 2025 dataset; level of theory: ωB97M-V/def2-TZVPD.

Computed properties:
Kohn-Sham gap = 0.2007 Ha
largest force on an atom = 1.404 eV Å⁻¹
highest occupied orbital energy = -3.1 eV
lowest unoccupied orbital energy = 2.37 eV
energy above the lowest of the compared OMol25 structures with the same formula, charge and spin = 35.3 kcal/mol

Geometry as ORCA input:
```
! wB97M-V def2-TZVPD RIJCOSX def2/J DEFGRID3
* xyz -1 1
Pt -0.5517 -0.0088 0.5187
O -0.7949 -2.8682 -2.0384
C -1.4720 -2.3037 -3.0865
C -1.4880 -2.8784 -4.3601
C -2.2677 -2.3284 -5.3605
C -3.0443 -1.2111 -5.1050
C -2.9790 -0.6182 -3.8590
C -2.1758 -1.1227 -2.8357
P -2.0275 -0.0722 -1.3012
C -1.8332 1.4803 -2.2910
C -2.8766 2.2876 -2.7249
C -2.6397 3.3536 -3.5835
C -1.3534 3.6110 -4.0331
C -0.3028 2.8109 -3.5977
C -0.5410 1.7627 -2.7243
C -3.7571 -0.0301 -0.7185
C -4.1581 1.0146 0.1105
C -5.4316 1.0327 0.6537
C -6.3104 -0.0120 0.4014
C -5.9062 -1.0747 -0.3919
C -4.6346 -1.0831 -0.9505
C 0.3336 -3.6403 -2.2916
C 0.2428 -4.8960 -2.8750
C 1.4053 -5.6122 -3.1166
C 2.6382 -5.0718 -2.7689
C 2.6969 -3.8504 -2.1172
C 1.5394 -3.1275 -1.8436
P 1.4198 -1.7426 -0.5902
C 1.6031 -3.0357 0.7298
C 2.8123 -3.5122 1.2327
C 2.8452 -4.6106 2.0806
C 1.6705 -5.2681 2.4183
C 0.4645 -4.8069 1.9108
C 0.4285 -3.6942 1.0794
C 3.0641 -0.9713 -0.8369
C 4.0091 -0.6940 0.1472
C 5.1962 -0.0449 -0.1766
C 5.4544 0.3444 -1.4802
C 4.5042 0.1041 -2.4658
C 3.3205 -0.5376 -2.1422
H -0.8962 -3.7518 -4.5730
H -2.2751 -2.7895 -6.3404
H -3.6776 -0.7875 -5.8732
H -3.5621 0.2710 -3.6782
H -3.8854 2.0993 -2.3742
H -3.4624 3.9853 -3.8955
H -1.1661 4.4404 -4.7034
H 0.7095 3.0181 -3.9225
H 0.2844 1.1652 -2.3445
H -3.4627 1.8072 0.3469
H -5.7272 1.8538 1.2940
H -7.3014 -0.0057 0.8378
H -6.5753 -1.9067 -0.5714
H -4.3258 -1.9207 -1.5646
H -0.7264 -5.3094 -3.1173
H 1.3465 -6.5928 -3.5711
H 3.5487 -5.6221 -2.9687
H 3.6549 -3.4615 -1.7913
H 3.7421 -3.0353 0.9615
H 3.7946 -4.9608 2.4676
H 1.6956 -6.1286 3.0754
H -0.4635 -5.2999 2.1735
H -0.5286 -3.3265 0.7142
H 3.8028 -0.9501 1.1755
H 5.9158 0.1658 0.6046
H 6.3818 0.8457 -1.7271
H 4.6835 0.4217 -3.4855
H 2.5791 -0.7096 -2.9161
O 0.6531 -1.4299 6.5936
C -0.2732 -2.0644 5.7128
C -0.4664 -1.2610 4.4206
C -1.0752 0.1153 4.7308
O -0.1349 1.1257 5.0654
C 0.9101 -1.1443 3.7588
Se 1.2273 0.0859 2.2479
C -1.4259 -2.1344 3.5940
Se -2.3081 -1.3681 2.0238
H 0.7155 -1.9628 7.3910
H -1.2503 -2.1653 6.2003
H 0.0802 -3.0708 5.4508
H -1.7428 0.0277 5.5918
H -1.6771 0.4116 3.8711
H 0.3511 1.3210 4.2480
H 1.2461 -2.1386 3.4556
H 1.6080 -0.7524 4.4972
H -2.2458 -2.4738 4.2339
H -0.8827 -3.0173 3.2701
C 0.8048 3.2299 1.5028
Si -0.7742 2.3060 1.0086
C -1.4462 3.6107 -0.1991
C -1.9559 2.5313 2.4732
H 0.5284 4.1684 1.9977
H 1.3922 3.4759 0.6121
H 1.4423 2.6620 2.1746
H -1.4140 4.5559 0.3543
H -2.4757 3.4506 -0.5123
H -0.8380 3.7234 -1.0963
H -2.5012 3.4726 2.3430
H -1.3991 2.5868 3.4119
H -2.6760 1.7152 2.5606
*
```

(8)
A 3-piece molecular cluster, C34H52F16N2O6S2 overall. Source: the Open Molecules 2025 dataset; level of theory: ωB97M-V/def2-TZVPD.

Computed properties:
Kohn-Sham gap = 0.2781 Ha
largest force on an atom = 3.986 eV Å⁻¹
highest occupied orbital energy = -8.7 eV
lowest unoccupied orbital energy = -1.13 eV
SMILES string = CCN(CC)C(=S)SCCC[C@H]1[C@@H](CCOC(C)=O)C(=O)N[C@]1(CCCO)CCC(C)C.FC(F)C(F)(F)COC(F)(F)C(F)F.FC(F)C(F)(F)COC(F)(F)C(F)F

Geometry as ORCA input:
```
! wB97M-V def2-TZVPD RIJCOSX def2/J DEFGRID3
* xyz 0 1
C -1.5088 5.5092 5.2851
C -1.2293 6.3965 3.9559
N -2.2253 6.0836 2.8959
C -3.5344 6.7361 3.1660
C -4.8001 5.7534 3.0409
C -1.7195 6.3451 1.5446
S -1.4824 7.8816 0.8894
S -1.2319 4.9292 0.4122
C -2.7499 4.2109 -0.3759
C -2.5660 3.8610 -1.9409
C -2.1785 2.2991 -2.1817
C -0.6216 2.1639 -1.8481
C -0.1527 1.5981 -0.4139
C -1.0073 0.2805 -0.1167
C -0.2003 -0.9221 0.5668
O -0.4003 -2.1740 -0.1888
C -1.7435 -2.6046 -0.0924
C -2.7165 -2.4682 -1.3713
O -2.2624 -3.0834 0.9370
C 1.4207 1.4584 -0.7572
O 2.3668 1.1693 -0.0025
N 1.7130 1.7870 -2.1907
C 0.4000 1.5385 -2.9109
C 0.4673 -0.0448 -3.1295
C 1.8878 -0.3746 -3.8399
C 2.9515 -1.0475 -2.8537
O 4.2422 -0.3489 -2.9250
C 0.2855 2.3863 -4.2983
C -0.7248 1.7844 -5.3613
C -0.1545 1.0505 -6.6484
C 1.4018 1.1713 -6.9509
C -0.5200 -0.5357 -6.6943
H -0.6911 5.6432 6.0692
H -1.5083 4.4272 4.9380
H -2.5058 5.8074 5.7718
H -1.2701 7.4936 4.3106
H -0.1829 6.1602 3.5793
H -3.5162 7.0889 4.2593
H -3.7538 7.6602 2.5420
H -5.7282 6.2224 3.5316
H -4.5131 4.7767 3.5506
H -5.0264 5.6204 1.9351
H -3.6013 4.9590 -0.3010
H -3.0393 3.2548 0.1802
H -1.8454 4.5608 -2.4723
H -3.6146 3.9768 -2.3989
H -2.8741 1.7124 -1.5001
H -2.4687 2.0639 -3.2530
H -0.2754 3.2635 -1.7728
H -0.1781 2.3001 0.4803
H -1.3836 -0.1028 -1.1335
H -1.9374 0.4666 0.5347
H -0.6877 -1.1217 1.5909
H 0.8958 -0.7189 0.7692
H -3.1413 -1.4077 -1.3097
H -3.5430 -3.2490 -1.3687
H -2.0454 -2.5061 -2.2880
H 1.8048 2.8232 -2.1924
H -0.3366 -0.4662 -3.8179
H 0.4493 -0.6635 -2.1761
H 2.3411 0.5253 -4.3673
H 1.6695 -1.1468 -4.6580
H 2.5757 -0.8741 -1.7855
H 3.1355 -2.1540 -3.0484
H 4.4658 -0.0400 -2.0182
H 1.3392 2.6103 -4.6482
H -0.1496 3.4001 -3.9606
H -1.4016 2.6441 -5.7203
H -1.4443 1.0535 -4.8372
H -0.7011 1.4872 -7.5629
H 1.5305 1.0592 -8.0911
H 2.0461 0.3376 -6.5023
H 1.8355 2.2098 -6.7153
H -1.4977 -0.7546 -6.1521
H 0.3400 -1.1958 -6.3596
H -0.7056 -0.8025 -7.8000
F 6.6891 -2.5361 2.7176
C 5.5574 -2.7295 2.0216
F 5.0269 -3.8959 2.4703
C 5.7649 -2.7972 0.5005
F 6.4175 -3.9266 0.1432
F 4.5244 -2.8970 -0.0672
C 6.4624 -1.5919 -0.1693
O 7.8896 -1.6627 -0.3731
C 8.7363 -1.3755 0.7186
F 8.0340 -0.7129 1.6552
F 9.6560 -0.4966 0.2586
C 9.4672 -2.6154 1.2645
F 8.6311 -3.6404 1.5163
F 10.0976 -2.3238 2.4272
H 4.8580 -1.9297 2.2787
H 6.0609 -1.5441 -1.1860
H 6.1718 -0.6419 0.2876
H 10.2141 -2.9663 0.5448
F -2.8662 -6.8429 6.0519
C -3.5971 -7.9108 5.6973
F -2.7276 -8.9463 5.5752
C -4.3795 -7.7243 4.3877
F -3.5510 -7.6847 3.3205
F -5.1421 -8.8474 4.2167
C -5.3434 -6.5186 4.3088
O -4.8634 -5.2907 3.7231
C -4.0791 -4.4304 4.5221
F -4.2536 -4.7583 5.8165
F -4.6136 -3.1957 4.3803
C -2.6010 -4.3827 4.0957
F -2.0604 -5.6110 3.9722
F -1.8575 -3.7146 5.0120
H -4.2765 -8.1473 6.5204
H -6.1443 -6.8261 3.6308
H -5.8439 -6.3316 5.2625
H -2.4951 -3.8756 3.1305
*
```